Entry from OMol25: a gas-phase ion, C7H14ClN4S (charge +1) at a distorted geometry (ωB97M-V/def2-TZVPD).

Element x y z (Å)
C (-1.36353, 0.92844, -1.05317)
C (-0.20587, 0.94465, -2.02441)
N (1.04392, 1.43311, -1.44854)
C (1.76229, 0.67533, -0.62989)
N (2.85037, 1.08531, -0.02098)
N (1.21086, -0.47036, -0.31597)
C (1.16304, -1.66624, -0.07340)
Cl (2.22401, -2.83767, -1.05535)
N (0.25979, -2.33754, 0.58901)
C (-0.72193, -1.73242, 1.43174)
C (-0.59225, -0.50883, 1.89595)
S (-1.89265, 0.47337, 2.67898)
C (-3.30044, -0.67554, 2.61324)
H (-2.29586, 0.73007, -1.55021)
H (-1.26438, 0.08814, -0.34922)
H (-1.63001, 1.79408, -0.45174)
H (-0.06205, -0.05879, -2.40768)
H (-0.40532, 1.60463, -2.91461)
H (1.42492, 2.43374, -1.66811)
H (3.66699, 0.47851, 0.24849)
H (3.09700, 2.01051, -0.23985)
H (0.22919, -3.41822, 0.40028)
H (-1.70674, -2.26809, 1.33961)
H (0.22087, 0.09720, 1.80681)
H (-2.99069, -1.63786, 3.22191)
H (-3.43109, -0.95980, 1.61646)
H (-4.24005, 0.01161, 2.84437)

Calculated values
2S+1: 1
energy relative to the best compared isomer or geometry (same formula, charge and spin): 0.0 kcal per mole
E_HOMO: -11.5 eV
SMILES string: CC/[NH+]=C(N)\N=C(/Cl)N/C=C/SC
molecular weight: 221.74 g/mol
net charge: +1
HOMO-LUMO gap: 8.43 eV

Entry from OMol25: a molecular structure, C7H14FeN3O at a distorted geometry (ωB97M-V/def2-TZVPD).

Element x y z (Å)
C (-0.74151, 0.77747, -1.68109)
Fe (0.03671, 0.10974, -0.19964)
N (0.97734, -1.59576, -0.97806)
H (-1.07512, 1.12656, 0.08719)
H (0.67999, 1.48645, -0.34639)
H (-1.25012, 1.72083, -1.66370)
H (-1.38884, -0.01102, -1.74315)
H (-0.03479, 0.79907, -2.52509)
H (0.72946, -2.44112, -0.44975)
H (1.98703, -1.47061, -0.85482)
H (0.85691, -1.84724, -1.97105)
N (-0.25252, -1.50772, 6.01922)
C (-0.58846, -1.52477, 4.68149)
O (-1.48840, -2.30485, 4.24392)
C (0.17883, -0.64219, 3.76572)
C (1.34048, 0.04062, 4.15575)
C (2.00724, 0.84627, 3.22630)
C (1.52576, 0.94082, 1.92724)
N (0.42167, 0.25030, 1.55696)
C (-0.25813, -0.54419, 2.44023)
H (-0.87128, -2.01286, 6.63522)
H (0.24051, -0.73323, 6.40548)
H (1.73717, -0.05381, 5.17825)
H (2.90344, 1.38745, 3.49282)
H (2.02405, 1.54862, 1.16975)
H (-1.13370, -1.08632, 2.06600)

Calculated values
2S+1: 5
energy relative to the best compared isomer or geometry (same formula, charge and spin): 50.4 kcal per mole
E_HOMO (spin up / spin down): -0.8 / -3.3 eV
molecular weight: 212.05 g/mol
net charge: -1
HOMO-LUMO gap (spin up / spin down): 3.94 / 6.35 eV